1.
DFT (ωB97M-V/def2-TZVPD) results for a 7-piece molecular cluster, C5H24N2O7 overall at a distorted geometry.

The structure (SMILES) is CCNC(=O)[C@@H](C)N.O.O.O.O.O.O. The charge is 0. The energy above the lowest of the compared OMol25 structures with the same formula, charge and spin comes out at 79.8 kcal per mole.

```
38
Properties=species:S:1:pos:R:3:mulliken_charge:R:1
N 0.0367 1.1105 -1.6809 -0.49
C -0.1573 1.0677 -0.1672 0.41
C 0.6123 2.1340 0.7027 -1.64
C 0.3137 -0.3706 0.2337 0.26
N -0.7182 -1.2157 0.3134 0.01
C -2.1314 -1.0393 -0.1428 -0.44
C -3.1178 -1.5381 0.8839 -1.20
O 1.5235 -0.7940 0.3027 -0.65
H -0.4681 1.8560 -2.0335 0.23
H 0.8985 1.1991 -2.0490 0.13
H -1.1928 1.2587 0.0341 0.49
H 0.6639 1.9310 1.7019 0.19
H 0.4760 3.1681 0.5735 0.52
H 1.7931 2.1269 0.5627 0.14
H -0.4501 -2.1556 0.2373 0.38
H -2.1994 -1.5041 -1.0970 0.29
H -2.0933 -0.0086 -0.4714 0.46
H -3.0791 -0.7640 1.7461 0.18
H -4.1003 -1.7136 0.4451 0.39
H -2.8709 -2.5364 1.1890 0.33
H -3.0145 1.8266 1.7784 0.32
H -1.7240 2.7334 2.0011 0.32
O -2.5369 2.6859 1.5816 -0.66
H -0.6435 -0.5239 -2.4042 0.39
H -1.4246 -1.5474 -3.1353 0.29
O -0.5722 -1.3184 -2.7233 -0.56
H 3.6777 0.5784 -2.5262 0.32
H 2.7164 -0.4892 -2.5840 0.31
O 2.6954 0.4929 -2.6223 -0.68
H 0.6053 0.9951 3.5898 0.33
H -0.2181 -0.2355 4.0312 0.26
O -0.2158 0.3637 3.3226 -0.56
H 3.1144 0.8784 -0.2351 0.25
H 3.9926 -0.0465 0.4853 0.35
O 4.0047 0.8794 0.2394 -0.66
H 2.3162 -2.9749 -0.0222 0.35
H 1.5759 -2.9398 -1.3520 0.31
O 1.9122 -3.5705 -0.7093 -0.66
```

---

2.
DFT (ωB97M-V/def2-TZVPD) results for C19H49FGaN8O6P2S as an isolated structure at a distorted geometry.

The charge is -1.

```
87
Properties=species:S:1:pos:R:3:mulliken_charge:R:1
C -3.1820 -1.8234 4.9601 -1.07
C -2.8215 -1.2497 3.5051 -0.25
N -3.6669 -1.7669 2.3887 0.65
C -4.0577 -3.1951 2.5554 -1.01
C -2.7546 -4.1696 2.6160 -0.90
Ga -1.8559 -3.9292 0.7408 0.46
O -1.6058 -5.6513 -0.0526 -0.44
C -1.0622 -6.4875 0.9331 0.55
N -0.5540 -7.2839 1.6903 -0.59
S 0.0752 -2.6579 0.8994 0.85
O 0.5416 -2.3870 2.3097 -0.60
O -0.2046 -1.3473 0.1689 -0.43
F 1.2555 -3.4523 -0.0670 -0.29
C -4.7838 -0.8866 2.0620 0.40
C -6.3327 -1.2576 2.0490 -1.04
O -4.4782 0.3029 1.7090 -0.57
H -4.2661 -1.6678 5.2869 0.27
H -2.9668 -2.9498 5.0887 0.24
H -2.4949 -1.3015 5.7335 0.36
H -1.7185 -1.5213 3.2997 -0.04
H -2.8362 -0.0987 3.5936 0.35
H -4.5969 -3.5009 1.5752 0.51
H -4.8113 -3.4014 3.3949 0.33
H -3.0271 -5.2757 2.6738 0.44
H -1.9876 -3.8396 3.3923 0.24
H -2.8770 -3.1349 -0.2021 -0.28
H -6.9329 -0.7797 2.9096 0.26
H -6.7586 -0.8385 1.0581 0.30
H -6.5729 -2.3720 2.0463 0.32
O -4.0939 3.8644 -2.6812 -0.74
P -2.5819 3.6071 -2.5192 0.81
N -2.5976 2.2337 -3.5569 0.12
C -1.8685 0.9901 -3.3951 -0.80
C -2.5390 2.6184 -4.9690 -1.11
N -2.8156 3.1647 -0.8161 0.12
C -2.8318 1.7859 -0.3170 -0.55
C -4.0271 3.7672 -0.2079 -1.04
N -0.8152 3.4139 -2.3444 0.14
C -0.0642 2.7219 -1.3062 -1.22
C -0.2500 4.7833 -2.4059 -1.22
H -0.7950 1.0981 -3.6008 0.32
H -2.2478 0.2261 -4.0801 0.39
H -1.9907 0.5592 -2.4029 0.11
H -1.5510 3.0236 -5.2259 0.35
H -3.2875 3.3862 -5.1904 0.30
H -2.7499 1.7738 -5.6310 0.33
H -3.5529 1.1614 -0.8670 0.26
H -3.1065 1.7519 0.7360 0.47
H -1.8625 1.3000 -0.3303 -0.30
H -4.9322 3.2172 -0.5128 0.34
H -4.1517 4.8146 -0.4851 0.35
H -3.9873 3.7330 0.8843 0.32
H -0.2625 3.1083 -0.3008 0.30
H 1.0122 2.8355 -1.4834 0.75
H -0.2083 1.6444 -1.3345 0.08
H -0.5442 5.3708 -1.5247 0.41
H -0.6171 5.3020 -3.2983 0.39
H 0.8415 4.7745 -2.4671 0.30
O 4.3599 1.7309 -1.5410 -0.74
P 4.4386 0.3087 -0.9530 0.89
N 4.0076 0.8166 0.6276 0.20
C 4.5492 0.3427 1.8859 -0.89
C 2.5561 0.9635 0.7808 -1.13
N 6.2019 0.2856 -1.1958 0.13
C 7.1833 0.4970 -0.1311 -1.12
C 6.6635 1.1923 -2.2758 -1.08
N 4.4772 -1.3682 -0.3455 0.21
C 5.6075 -2.1453 0.1372 -1.08
C 3.8422 -2.1991 -1.3914 -1.37
H 4.2014 -0.6665 2.1441 0.32
H 4.2525 1.0005 2.7081 0.36
H 5.6382 0.3502 1.9026 0.24
H 2.0575 -0.0133 0.7627 0.53
H 2.1404 1.5677 -0.0318 -0.01
H 2.2948 1.4708 1.7138 0.37
H 6.9926 1.4316 0.4203 0.30
H 8.1948 0.5557 -0.5371 0.42
H 7.2516 -0.3219 0.5763 0.24
H 6.6889 2.2370 -1.9249 0.35
H 6.0257 1.1421 -3.1582 0.34
H 7.6766 0.9425 -2.6047 0.33
H 6.4073 -2.2496 -0.6044 0.35
H 5.2814 -3.1592 0.3968 0.38
H 6.0056 -1.7645 1.0751 0.26
H 4.4636 -2.2303 -2.2979 0.37
H 2.8661 -1.7834 -1.6627 0.41
H 3.6695 -3.2235 -1.0535 0.37
```

---

3.
DFT (ωB97M-V/def2-TZVPD) results for an isolated ion of composition C5H13N2O3 and charge +1 at a distorted geometry.

The structure (SMILES) is CCO[C@](O)(OC)C(N)=[NH2+]. The charge is +1. The energy above the lowest of the compared OMol25 structures with the same formula, charge and spin comes out at 58.5 kcal per mole.

```
23
Properties=species:S:1:pos:R:3:mulliken_charge:R:1
C -1.5588 0.9596 0.0339 0.22
C 3.1860 0.1740 0.4785 -1.10
C -1.4324 -1.9514 -0.4029 -0.56
C 2.0997 0.0512 -0.6741 -0.17
C -0.1976 0.1281 0.1622 0.82
N -2.5400 0.6624 0.8650 -0.34
N -1.6814 1.7006 -1.0071 -0.31
O -0.0396 -0.0754 1.5267 -0.47
O -0.3805 -0.9556 -0.6239 -0.36
O 0.9646 0.8184 -0.3381 -0.44
H 3.5810 -0.7794 0.7951 0.38
H 4.0898 0.7241 0.2004 0.30
H 2.7751 0.6184 1.3369 0.34
H -0.9432 -2.9094 -0.7821 0.30
H -2.2429 -1.6511 -1.1033 0.23
H -1.6314 -1.8980 0.7714 0.26
H 1.9181 -1.1104 -0.9394 0.20
H 2.5312 0.6253 -1.5270 0.33
H -2.3522 -0.0647 1.4911 0.25
H -3.5541 0.8716 0.6907 0.25
H -0.9328 1.9021 -1.6804 0.27
H -2.5348 2.3232 -1.0088 0.29
H 0.8761 -0.1636 1.7351 0.31
```

---

Number 1: DFT total energy -841.0205 a.u.. Number 2: DFT total energy -4748.1175 a.u.. Number 3: DFT total energy -533.2619 a.u..